[1]
Formula: C5H11N
Source: the OMol25 dataset
Level of theory: the ωB97M-V functional and the def2-TZVPD basis

Computed properties:
**SMILES**: C=CC.C=CN
**2S+1**: 1
**Frontier orbital gap**: 0.3358 hartree
**Charge**: 0
**E_HOMO**: -8.031 eV
**Molecular weight**: 85.150 g mol⁻¹
**F_max**: 1.9 eV/A

The geometry in XYZ format:
```
17
Properties=species:S:1:pos:R:3:forces:R:3
C 2.312 2.529 -1.448 -0.3 -0.6 -0.6
C 1.953 1.751 -0.222 -0.6 -0.6 -0.5
C 2.649 0.773 0.357 1.1 1.2 0.3
H 2.130 3.573 -1.211 0.3 0.3 0.0
H 3.331 2.360 -1.791 0.1 0.1 0.2
H 1.671 2.331 -2.315 -0.2 -0.1 0.1
H 0.952 1.989 0.133 0.3 0.4 0.7
H 2.685 0.679 1.437 -1.1 -0.9 0.0
H 3.547 0.392 -0.105 0.3 0.1 -0.3
C -1.678 -1.696 -0.588 1.3 0.8 -1.1
C -2.045 -1.436 0.663 -0.1 -1.2 0.1
N -3.126 -2.006 1.307 0.0 0.0 0.0
H -1.954 -2.437 -1.329 -1.0 -0.1 0.5
H -0.879 -1.086 -1.014 0.1 -0.1 0.5
H -1.371 -0.884 1.304 -0.2 0.5 0.0
H -3.950 -2.220 0.779 0.0 -0.1 0.0
H -3.206 -1.996 2.306 0.0 0.2 -0.1
```
Forces are in eV/Å.

Atomic partial charges in e from the Mulliken method, atoms 1 to 8: number 1, C, carries -0.997; number 2, C, carries 0.047; number 3, C, carries -0.714; number 4, H, carries 0.286; number 5, H, carries 0.302; number 6, H, carries 0.263; number 7, H, carries 0.282; number 8, H, carries 0.263

=====

[2]
Formula: C5H11N
Source: the OMol25 dataset
Level of theory: the ωB97M-V functional and the def2-TZVPD basis

Computed properties:
**2S+1**: 2
**<S²>**: 0.76
**Frontier orbital gap (alpha / beta)**: 0.2878 / 0.3457 hartree
**Charge**: +1
**E_HOMO (alpha / beta)**: -13.421 / -15.391 eV
**Molecular weight**: 85.150 g mol⁻¹
**F_max**: 4.9 eV/A

The geometry in XYZ format:
```
17
Properties=species:S:1:pos:R:3:forces:R:3
C 0.602 -1.243 -2.470 -1.4 -0.4 0.8
C 0.118 -0.069 -1.444 1.1 -0.3 -1.1
N -1.446 -0.142 1.513 1.5 -1.1 -4.0
C -0.153 0.281 1.019 -2.6 3.9 1.5
C 0.632 -0.277 -0.042 0.9 -0.6 -1.7
C 0.239 1.616 1.598 -0.5 -1.2 -2.7
H 1.737 -1.298 -2.306 -1.7 0.0 -1.0
H 0.141 -2.154 -1.965 0.8 0.7 -1.0
H 0.154 -1.247 -3.609 1.5 0.5 3.1
H -0.933 0.154 -1.368 -0.7 -0.4 -0.5
H 0.531 0.904 -1.806 0.0 -0.4 0.2
H -1.251 -0.444 2.420 -0.6 -0.8 2.1
H -1.730 -0.948 0.897 0.1 0.7 1.3
H 1.674 -0.681 0.074 -1.2 0.7 0.3
H 0.782 2.172 0.768 0.5 -0.9 1.9
H -0.291 2.264 2.379 0.6 -1.9 -0.9
H 0.686 0.427 1.964 1.5 1.5 1.4
```
Forces are in eV/Å.

Atomic partial charges in e from the Mulliken method, atoms 1 to 8: number 1, C, carries -0.955; number 2, C, carries -0.330; number 3, N, carries -0.489; number 4, C, carries 0.591; number 5, C, carries -0.511; number 6, C, carries -0.580; number 7, H, carries 0.268; number 8, H, carries 0.289

=====

[3]
Formula: C5H11N2
Source: the OMol25 dataset
Level of theory: the ωB97M-V functional and the def2-TZVPD basis

Computed properties:
**SMILES**: C[N+]12CCN1CC2
**2S+1**: 1
**Frontier orbital gap**: 0.4017 hartree
**Charge**: +1
**E_HOMO**: -14.352 eV
**Molecular weight**: 99.157 g mol⁻¹
**F_max**: 4.3 eV/A

The geometry in XYZ format:
```
18
Properties=species:S:1:pos:R:3:forces:R:3
C 0.610 1.508 0.934 -1.0 0.0 -2.5
C -1.568 0.876 -0.311 1.1 -0.7 -1.9
C 1.418 0.385 0.251 1.5 0.4 1.4
C -0.723 -0.144 -1.118 1.5 2.1 -0.9
C 0.188 -1.783 0.550 4.1 -1.5 -0.2
N -0.647 0.737 0.828 0.5 -3.3 1.4
N 0.164 -0.435 0.044 -0.4 2.0 2.1
H 0.821 2.007 1.854 0.3 -0.5 0.9
H 0.400 2.254 0.213 0.7 1.6 -0.7
H -1.422 1.804 -0.908 -1.2 -0.1 1.1
H -2.566 0.432 -0.110 0.5 1.2 0.1
H 1.899 0.654 -0.675 -0.1 0.1 -0.4
H 2.261 -0.048 0.903 -1.8 0.0 -0.9
H -1.177 -1.019 -1.458 -0.7 -1.3 -0.7
H -0.099 0.359 -1.922 -0.9 -0.9 0.7
H 0.405 -2.494 -0.335 0.0 1.1 1.4
H 1.005 -1.885 1.394 -1.6 0.2 -1.9
H -0.695 -2.079 0.971 -2.6 -0.4 0.9
```
Forces are in eV/Å.

Atomic partial charges in e from the Mulliken method, atoms 1 to 8: number 1, C, carries -0.195; number 2, C, carries -0.313; number 3, C, carries -0.688; number 4, C, carries -0.693; number 5, C, carries -0.745; number 6, N, carries -0.352; number 7, N, carries 0.541; number 8, H, carries 0.336

=====

[4]
Formula: C5H11N2
Source: the OMol25 dataset
Level of theory: the ωB97M-V functional and the def2-TZVPD basis

Computed properties:
**2S+1**: 1
**Frontier orbital gap (alpha / beta)**: 0.2722 / 0.3050 hartree
**Charge**: +1
**E_HOMO (alpha / beta)**: -12.654 / -13.080 eV
**Molecular weight**: 99.157 g mol⁻¹
**F_max**: 4.8 eV/A

The geometry in XYZ format:
```
18
Properties=species:S:1:pos:R:3:forces:R:3
C 0.634 -0.723 3.112 -1.2 -0.2 0.2
C -0.413 -0.399 2.334 -3.0 1.8 -1.1
C 0.328 -0.763 0.049 0.8 -1.9 2.5
C 0.881 0.231 -0.817 0.1 1.5 0.5
C -1.085 0.916 -2.065 0.1 1.8 4.1
N -0.559 -0.190 1.025 -0.8 0.5 -0.6
N 0.262 0.467 -2.113 4.1 -2.1 -1.4
H 0.544 -0.863 4.143 -0.3 -0.1 1.4
H 1.576 -0.743 2.740 2.8 -0.3 -1.2
H -1.395 -0.011 2.731 1.2 -0.8 0.6
H -0.167 -1.516 -0.535 -0.6 -0.7 -0.2
H 1.030 -1.322 0.717 0.6 0.1 -1.3
H 1.081 1.187 -0.398 0.7 0.6 0.6
H -1.572 0.057 -1.665 -1.4 -0.2 0.0
H -0.993 1.704 -1.207 -1.2 -1.0 -1.8
H -1.371 1.284 -2.993 -0.9 0.6 -1.5
H 0.919 1.206 -2.525 -1.1 -1.7 -0.3
H 0.301 -0.523 -2.532 0.3 2.1 -0.5
```
Forces are in eV/Å.

Atomic partial charges in e from the Mulliken method, atoms 1 to 8: number 1, C, carries -0.871; number 2, C, carries 0.210; number 3, C, carries -0.391; number 4, C, carries -0.746; number 5, C, carries -0.750; number 6, N, carries -0.344; number 7, N, carries -0.139; number 8, H, carries 0.292

=====

[5]
Formula: C5H11N2
Source: the OMol25 dataset
Level of theory: the ωB97M-V functional and the def2-TZVPD basis

Computed properties:
**SMILES**: [H]/N=[N+](\CC)C1CC1
**2S+1**: 1
**Frontier orbital gap**: 0.3825 hartree
**Charge**: +1
**E_HOMO**: -15.331 eV
**Molecular weight**: 99.157 g mol⁻¹
**F_max**: 5.2 eV/A

The geometry in XYZ format:
```
18
Properties=species:S:1:pos:R:3:forces:R:3
C 0.189 -2.216 1.193 3.7 1.8 -2.3
C 1.107 -1.273 1.917 -2.2 -0.6 1.2
C -0.112 -0.705 1.157 3.4 -1.8 -1.0
C -0.301 1.761 -1.776 -1.9 4.9 0.2
C -0.808 1.187 -0.501 1.0 -0.7 -0.2
N 1.104 -0.478 -0.690 2.2 -0.5 -3.1
N 0.231 -0.026 -0.025 -2.8 2.4 -0.5
H 0.670 -2.801 0.382 -0.5 1.2 -0.1
H -0.586 -2.759 1.509 -2.6 -1.9 2.5
H 0.978 -1.242 2.974 0.0 0.2 0.7
H 2.120 -1.049 1.627 -0.1 -0.1 -0.7
H -0.968 -0.320 1.538 -2.2 0.9 1.7
H -0.195 0.966 -2.394 1.2 -2.0 -2.6
H -1.072 2.483 -2.410 1.3 -2.1 2.1
H 0.505 2.524 -1.619 -0.1 -1.4 -0.3
H -1.700 0.599 -0.626 -0.5 -0.1 0.1
H -0.894 1.957 0.246 0.1 -0.4 0.9
H 1.194 -0.059 -1.658 0.0 0.1 1.4
```
Forces are in eV/Å.

Atomic partial charges in e from the Mulliken method, atoms 1 to 8: number 1, C, carries -0.604; number 2, C, carries -0.566; number 3, C, carries -0.129; number 4, C, carries -1.593; number 5, C, carries -0.012; number 6, N, carries -0.753; number 7, N, carries 0.655; number 8, H, carries 0.252

=====

[6]
Formula: C5H11N2
Source: the OMol25 dataset
Level of theory: the ωB97M-V functional and the def2-TZVPD basis

Computed properties:
**2S+1**: 1
**Frontier orbital gap (alpha / beta)**: 0.3394 / 0.3396 hartree
**Charge**: +1
**E_HOMO (alpha / beta)**: -13.654 / -13.542 eV
**Molecular weight**: 99.157 g mol⁻¹
**F_max**: 4.2 eV/A

The geometry in XYZ format:
```
18
Properties=species:S:1:pos:R:3:forces:R:3
C 0.419 -2.152 -0.276 -2.2 2.3 0.4
C 2.864 0.512 0.181 -0.7 0.0 -0.6
C 0.227 -0.883 -0.011 3.5 2.3 0.6
C -0.932 0.923 1.146 1.2 1.1 3.7
C -1.115 0.583 -1.270 -1.6 0.2 -0.6
N 1.700 0.808 -0.101 -2.6 -2.1 0.0
N -0.970 -0.093 0.087 0.0 -0.4 -0.8
H -0.437 -2.757 -0.479 -0.3 -0.8 0.0
H 1.389 -2.463 -0.360 2.2 -1.2 -0.3
H 3.581 1.246 0.044 1.2 2.4 -0.2
H 3.388 -0.351 0.399 0.2 -2.6 0.8
H -0.816 0.433 2.184 0.1 0.4 -1.8
H 0.014 1.569 0.978 -1.9 -1.1 0.2
H -1.836 1.563 1.322 0.6 -0.8 -1.2
H -0.494 -0.054 -1.891 -0.2 0.5 -0.6
H -2.218 0.448 -1.541 1.6 0.6 0.1
H -0.757 1.668 -1.266 -0.6 -1.7 0.3
H -1.665 -0.851 0.222 -0.5 1.1 0.0
```
Forces are in eV/Å.

Atomic partial charges in e from the Mulliken method, atoms 1 to 8: number 1, C, carries -0.780; number 2, C, carries -0.243; number 3, C, carries 0.112; number 4, C, carries -0.809; number 5, C, carries -0.696; number 6, N, carries -0.329; number 7, N, carries 0.094; number 8, H, carries 0.279

=====

[7]
Formula: C5H11N2
Source: the OMol25 dataset
Level of theory: the ωB97M-V functional and the def2-TZVPD basis

Computed properties:
**2S+1**: 3
**<S²>**: 2.01
**Frontier orbital gap (alpha / beta)**: 0.2632 / 0.2580 hartree
**Charge**: +1
**E_HOMO (alpha / beta)**: -10.285 / -14.347 eV
**Molecular weight**: 99.157 g mol⁻¹
**F_max**: 10.8 eV/A

The geometry in XYZ format:
```
18
Properties=species:S:1:pos:R:3:forces:R:3
C 2.519 -1.082 -0.156 4.2 -5.3 -0.8
C 0.414 1.696 0.154 0.8 5.2 -0.6
C 2.182 0.193 -0.219 -6.9 8.0 2.3
C -2.434 0.036 -0.586 -2.4 -1.4 -1.4
C -0.521 -1.004 0.478 -0.1 1.4 1.0
N -1.746 -0.473 0.607 1.1 -0.3 1.1
N 0.824 0.488 0.176 5.8 -4.9 -1.8
H 3.578 -1.243 -0.487 -1.3 -0.9 0.5
H 1.807 -1.772 0.236 0.5 -0.8 0.1
H -0.523 1.972 0.510 -1.5 0.2 0.6
H 1.115 2.533 -0.123 -0.9 -0.9 0.2
H 2.864 1.076 -0.284 -0.6 -0.9 -0.2
H -3.606 0.093 -0.467 2.4 -0.6 0.1
H -2.164 1.057 -0.740 0.5 0.6 -0.5
H -2.203 -0.625 -1.549 -0.4 1.4 2.3
H 0.075 -1.407 1.296 -0.9 0.3 0.5
H -0.148 -1.418 -0.418 -0.7 -0.4 -1.3
H -2.034 -0.121 1.572 0.5 -0.8 -2.0
```
Forces are in eV/Å.

Atomic partial charges in e from the Mulliken method, atoms 1 to 8: number 1, C, carries -0.911; number 2, C, carries -0.538; number 3, C, carries 0.359; number 4, C, carries -0.695; number 5, C, carries -0.544; number 6, N, carries -0.128; number 7, N, carries -0.096; number 8, H, carries 0.282